15
Properties=species:S:1:pos:R:3:forces:R:3 method="wB97M-V/def2-TZVPD" e_lumo_ev=0.9 spin_multiplicity=1 smiles="F[C@H]1C=C[C@@]2(CS2)C1" e_homo_ha=-0.328 relative_energy_kcal_mol=18.5 gap_ev=9.83 energy_ha=-730.83515
F -2.320 -0.761 0.484 -0.436 -0.498 1.594
C -1.524 -0.197 -0.458 -0.035 0.673 -2.087
C -1.132 1.239 -0.152 -0.804 0.676 -0.111
C 0.170 1.332 0.114 -0.441 -0.102 -0.709
C 0.815 -0.018 0.004 -0.574 0.535 -0.493
C 1.662 -0.423 1.095 0.780 -1.287 1.654
S 2.583 -0.122 -0.411 0.215 0.344 -0.434
C -0.204 -0.943 -0.674 0.133 0.412 0.954
H -2.151 -0.258 -1.353 0.211 0.210 -0.229
H -1.877 2.089 -0.232 1.067 -1.194 0.335
H 0.722 2.252 0.296 -0.030 -0.311 0.130
H 1.817 0.266 1.942 -0.036 -0.460 -0.495
H 1.650 -1.502 1.325 -0.068 0.753 0.259
H -0.252 -1.958 -0.256 0.134 0.322 -0.087
H 0.042 -0.996 -1.724 -0.115 -0.074 -0.282

=====

14
Properties=species:S:1:pos:R:3:forces:R:3 method="wB97M-V/def2-TZVPD" e_lumo_ev=0.5 spin_multiplicity=1 smiles="C=C=C1CC1=C.I" e_homo_ha=-0.331 relative_energy_kcal_mol=78.8 gap_ev=9.50 energy_ha=-530.34029
C -2.843 -1.445 0.615 1.968 1.221 -1.388
C -1.987 -0.820 -0.180 0.282 -0.674 1.004
C -0.959 -0.228 -0.700 0.267 0.298 -0.510
C 0.033 -0.018 -1.809 0.978 -0.027 -0.188
C 0.148 0.703 -0.506 -1.080 -1.546 -0.016
C 0.706 1.475 0.403 1.358 -0.391 -3.491
H -2.534 -2.261 1.218 0.150 -0.748 0.261
H -3.743 -0.962 0.792 -1.883 0.383 0.248
H 0.730 -0.821 -2.120 -0.310 0.197 0.914
H -0.093 0.565 -2.698 -0.968 0.504 -0.316
H 0.317 1.392 1.343 -0.656 0.602 2.503
H 1.614 1.971 0.055 -0.238 0.254 0.901
I 3.808 0.046 1.177 0.317 0.051 0.397
H 4.804 0.404 2.409 -0.186 -0.125 -0.321

=====

21
Properties=species:S:1:pos:R:3:forces:R:3 method="wB97M-V/def2-TZVPD" total_charge=+1 e_lumo_ev="-4.0 / -4.3" spin_multiplicity=2 s2=0.7504 e_homo_ha="-0.387 / -0.500" relative_energy_kcal_mol=61.8 gap_ev="6.49 / 9.28" energy_ha=-891.69030
O 4.385 -0.211 -0.515 -0.132 0.566 -0.039
C 3.223 0.098 -0.216 0.560 -1.333 -0.211
O 2.965 1.072 0.553 -0.582 0.923 0.691
O 2.226 -0.683 -0.684 0.299 0.142 -0.360
C 1.096 -0.792 0.068 -4.902 -3.232 1.188
C 0.973 -1.616 1.135 3.593 1.292 1.554
Mg 5.164 1.356 0.699 -0.050 -0.262 -0.277
H 0.154 -1.664 1.853 -0.324 -0.192 -0.930
H 1.904 -2.045 1.515 -0.072 -0.219 0.251
Li 1.331 1.410 1.396 0.135 -0.236 -0.183
C -0.411 -1.019 -0.525 0.972 2.406 -2.125
C -1.291 0.104 -0.009 -0.273 -0.003 0.157
O -2.550 0.014 -0.676 0.638 -0.558 -0.182
C -3.345 1.068 -0.592 -0.253 1.196 0.129
O -3.264 1.954 0.224 0.169 -0.386 -0.063
O -4.204 1.027 -1.602 -0.252 -0.428 -0.047
H -0.927 -1.983 -0.420 0.845 0.121 0.563
H -0.263 -0.927 -1.612 -0.353 0.236 0.138
H -0.852 1.095 -0.180 -0.010 -0.059 -0.264
H -1.443 0.025 1.077 -0.083 -0.112 -0.092
H -4.870 1.716 -1.488 0.075 0.139 0.103

=====

14
Properties=species:S:1:pos:R:3:forces:R:3 method="wB97M-V/def2-TZVPD" e_lumo_ev="-1.3 / -1.3" spin_multiplicity=1 e_homo_ha="-0.333 / -0.333" relative_energy_kcal_mol=162.9 gap_ev="7.77 / 7.76" energy_ha=-287.32760
C -3.599 0.023 -0.082 -4.213 -1.162 -0.908
C -2.546 0.524 0.124 5.024 1.023 1.410
C 0.993 1.384 -0.782 -0.883 -1.715 3.810
C 1.532 -0.091 -0.459 -2.085 0.632 -2.377
C 0.512 -0.484 0.586 -2.766 -2.911 -0.633
C -0.275 0.788 0.918 -2.924 -3.212 0.398
N 0.059 1.745 0.082 2.012 2.332 -2.920
H -4.645 -0.219 -0.313 1.206 0.066 0.253
H 1.445 2.194 -1.285 0.514 0.349 -1.250
H 1.645 -0.823 -1.339 -0.310 1.347 1.198
H 2.440 -0.047 0.063 1.674 0.451 0.226
H -0.249 -1.374 0.269 1.452 2.458 0.186
H 0.999 -1.062 1.343 0.288 0.434 1.288
H -0.876 0.989 1.830 1.013 -0.093 -0.681

=====

14
Properties=species:S:1:pos:R:3:forces:R:3 method="wB97M-V/def2-TZVPD" e_lumo_ev=-0.4 spin_multiplicity=1 e_homo_ha=-0.369 relative_energy_kcal_mol=115.2 gap_ev=9.67 energy_ha=-287.40363
C 0.572 -0.602 1.714 -0.001 -0.038 0.051
C 0.101 0.416 0.689 0.064 0.058 0.161
C 0.848 0.396 -0.677 0.146 0.005 -0.078
C -0.461 0.175 -1.403 0.002 -0.020 -0.597
N -0.760 0.113 -2.620 0.051 0.041 0.412
C -1.195 0.102 -0.023 -0.901 -0.246 0.036
C -2.416 -0.248 -0.244 0.735 0.195 0.403
H 0.572 -1.610 1.287 0.004 0.136 0.045
H 1.594 -0.358 2.026 -0.141 -0.051 -0.025
H -0.066 -0.609 2.603 0.070 0.022 -0.133
H 0.065 1.419 1.125 -0.001 -0.119 -0.074
H 1.380 1.306 -0.960 -0.102 -0.068 0.007
H 1.526 -0.456 -0.783 -0.071 0.054 0.005
H -1.761 -0.043 -2.733 0.145 0.031 -0.213

=====

14
Properties=species:S:1:pos:R:3:forces:R:3 method="wB97M-V/def2-TZVPD" e_lumo_ev=0.7 spin_multiplicity=1 smiles=Nc1ccccc1 e_homo_ha=-0.286 relative_energy_kcal_mol=46.7 gap_ev=8.49 energy_ha=-287.51275
N 1.228 0.494 1.894 0.456 0.369 0.375
C 0.424 0.125 0.819 -0.782 0.324 -0.695
C -0.705 0.901 0.444 -1.027 0.238 0.202
C -1.143 0.938 -0.895 1.248 -1.291 0.681
C -0.833 -0.212 -1.644 -1.539 -1.257 0.483
C -0.174 -1.278 -1.035 2.210 1.331 -0.999
C 0.751 -0.897 -0.044 0.180 0.074 0.105
H 0.849 0.647 2.811 -0.439 0.114 -0.104
H 2.153 0.107 1.956 -0.092 -0.414 -0.204
H -1.378 1.259 1.231 0.807 1.219 -0.229
H -1.588 1.796 -1.377 -0.755 -0.132 0.442
H -1.371 -0.469 -2.549 0.076 0.530 -0.245
H -0.014 -2.239 -1.505 -0.145 0.107 -0.383
H 1.799 -1.172 -0.105 -0.197 -1.212 0.571

=====

14
Properties=species:S:1:pos:R:3:forces:R:3 method="wB97M-V/def2-TZVPD" e_lumo_ev=0.6 spin_multiplicity=1 smiles=C#C[C@@H](C)CC#N e_homo_ha=-0.374 relative_energy_kcal_mol=71.9 gap_ev=10.75 energy_ha=-287.47267
C 2.562 -0.987 0.260 -0.035 0.879 -1.149
C 1.604 -0.260 0.113 0.527 -0.191 -0.451
C 0.226 0.141 0.305 -0.073 -0.113 0.421
C -0.266 1.580 0.410 0.095 0.115 -0.009
C -0.712 -0.718 -0.609 0.063 -0.034 0.197
C -2.032 -0.900 0.000 -0.901 -0.084 0.540
N -3.059 -1.011 0.520 0.993 0.096 -0.538
H 3.440 -1.379 -0.173 0.631 -0.478 0.362
H 0.357 -0.149 1.362 -1.743 -0.538 0.035
H -0.483 2.067 -0.545 0.185 -0.147 0.034
H -1.202 1.531 0.984 0.193 0.201 -0.176
H 0.452 2.179 0.972 -0.102 0.050 -0.075
H -0.866 -0.237 -1.593 0.220 0.089 0.493
H -0.278 -1.697 -0.842 -0.053 0.156 0.317

=====

14
Properties=species:S:1:pos:R:3:forces:R:3 method="wB97M-V/def2-TZVPD" e_lumo_ev=1.0 spin_multiplicity=1 smiles="C=Cc1cc[nH]c1" e_homo_ha=-0.298 relative_energy_kcal_mol=25.9 gap_ev=9.14 energy_ha=-287.54595
C -1.480 0.669 1.957 -1.019 0.210 0.725
C -1.293 -0.180 0.959 0.544 -0.064 -0.172
C -0.141 -0.225 0.057 -0.555 0.348 -0.049
C -0.163 -0.812 -1.242 -0.224 0.310 0.040
C 1.004 -0.483 -1.866 0.065 -1.114 0.030
N 1.781 0.192 -0.966 0.012 0.496 -0.445
C 1.064 0.414 0.188 0.896 -0.480 -0.027
H -2.390 0.590 2.544 -0.073 -0.143 -0.085
H -0.899 1.518 2.285 0.645 -0.174 -0.416
H -2.079 -0.894 0.732 0.042 -0.066 0.142
H -0.980 -1.376 -1.660 0.026 -0.069 -0.029
H 1.402 -0.939 -2.765 0.017 0.611 -0.053
H 2.560 0.758 -1.268 0.077 -0.290 0.338
H 1.616 0.766 1.047 -0.453 0.423 0.003